C36H87N9O6 | ωB97M-V with the def2-TZVPD basis set

Output
LUMO level: 0.34 eV
multiplicity: 1
SMILES: CCN(CC)CC.CCN(CC)CC.CCN(CC)CC.CNC(C)=O.CNC(C)=O.CNC(C)=O.CNC(C)=O.CNC(C)=O.CNC(C)=O

XYZ file:
```
138
C36H87N9O6 ωB97M-V with the def2-TZVPD basis set
C 2.671 -0.006 -1.469
C 3.239 -1.236 -0.789
N 4.594 -1.077 -0.340
C 5.597 -1.095 -1.403
C 6.581 0.056 -1.254
C 4.940 -1.851 0.819
C 4.448 -1.216 2.121
H 1.603 -0.115 -1.654
H 3.240 0.470 -2.267
H 2.672 0.813 -0.730
H 2.613 -1.450 0.083
H 3.081 -2.117 -1.444
H 6.140 -2.050 -1.396
H 5.083 -1.003 -2.362
H 6.865 0.178 -0.205
H 7.482 -0.119 -1.842
H 6.093 0.999 -1.508
H 6.025 -1.959 0.889
H 4.575 -2.891 0.746
H 5.004 -1.537 3.000
H 3.372 -1.354 2.253
H 4.572 -0.131 2.038
C -0.825 -1.182 8.362
C 0.297 -1.799 7.535
N 0.640 -0.988 6.376
C -0.266 -1.195 5.267
C -0.224 -0.065 4.226
C 2.046 -1.089 5.994
C 2.931 -0.189 6.826
H -1.783 -1.288 7.846
H -0.643 -0.145 8.627
H -0.965 -1.766 9.278
H 1.163 -1.877 8.194
H -0.009 -2.808 7.216
H 0.029 -2.127 4.738
H -1.270 -1.406 5.631
H -1.223 0.126 3.834
H 0.211 0.851 4.622
H 0.407 -0.379 3.392
H 2.133 -0.846 4.935
H 2.354 -2.134 6.158
H 3.976 -0.459 6.657
H 2.713 -0.353 7.885
H 2.785 0.874 6.644
C -1.270 -1.684 1.004
C -0.702 -0.643 0.028
N -1.699 0.216 -0.565
C -2.848 -0.442 -1.189
C -4.151 -0.246 -0.416
C -1.096 1.234 -1.430
C -0.312 2.282 -0.658
H -1.748 -1.244 1.878
H -0.395 -2.247 1.342
H -1.962 -2.361 0.507
H -0.042 -0.008 0.619
H -0.094 -1.228 -0.688
H -2.951 -0.129 -2.231
H -2.664 -1.522 -1.265
H -4.227 0.766 -0.011
H -5.026 -0.399 -1.050
H -4.178 -0.926 0.439
H -1.876 1.747 -1.995
H -0.450 0.725 -2.173
H 0.280 2.922 -1.312
H 0.408 1.796 -0.003
H -1.021 2.905 -0.114
C -3.665 3.883 0.123
N -3.389 3.373 1.450
C -3.050 4.205 2.466
C -2.886 3.563 3.832
O -2.911 5.400 2.301
H -2.821 4.474 -0.238
H -4.547 4.519 0.150
H -3.784 3.032 -0.544
H -3.397 2.376 1.568
H -1.876 3.828 4.150
H -3.071 2.495 3.855
H -3.542 4.108 4.511
C 3.922 -3.604 -4.248
N 2.864 -2.604 -4.344
C 1.613 -2.888 -3.915
C 0.641 -1.754 -3.885
O 1.267 -4.010 -3.569
H 3.474 -4.591 -4.282
H 4.451 -3.528 -3.293
H 4.640 -3.460 -5.051
H 3.168 -1.645 -4.300
H 0.571 -1.407 -2.849
H -0.328 -2.099 -4.234
H 0.910 -0.869 -4.465
C -7.581 -1.911 -0.619
N -8.500 -0.872 -1.060
C -8.266 -0.169 -2.195
C -9.383 0.693 -2.695
O -7.201 -0.255 -2.793
H -7.070 -2.333 -1.483
H -8.171 -2.659 -0.100
H -6.813 -1.444 -0.004
H -9.432 -0.865 -0.688
H -8.929 1.588 -3.122
H -9.978 1.074 -1.855
H -10.059 0.265 -3.429
C -1.226 -5.358 -0.872
N 0.173 -5.135 -1.167
C 1.129 -5.421 -0.257
C 2.526 -5.041 -0.694
O 0.880 -5.913 0.831
H -1.494 -6.412 -1.008
H -1.820 -4.859 -1.642
H -1.473 -4.995 0.119
H 0.449 -4.827 -2.090
H 2.901 -5.782 -1.408
H 3.203 -5.112 0.157
H 2.631 -4.065 -1.154
C 4.143 2.850 1.181
N 3.453 4.108 1.026
C 2.781 4.421 -0.119
C 2.276 5.836 -0.221
O 2.626 3.606 -1.008
H 5.058 2.778 0.599
H 3.498 1.980 1.062
H 4.461 2.807 2.231
H 3.274 4.673 1.837
H 2.621 6.475 0.591
H 1.187 5.861 -0.261
H 2.622 6.269 -1.160
C -1.746 3.625 -4.658
N -0.926 3.209 -5.799
C -0.780 3.966 -6.927
C 0.251 3.491 -7.919
O -1.410 4.987 -7.127
H -2.486 4.358 -4.972
H -1.137 4.048 -3.862
H -2.251 2.712 -4.344
H -0.773 2.221 -5.904
H -0.271 3.225 -8.835
H 0.844 2.650 -7.550
H 0.990 4.276 -8.063
```

Results of the Mulliken charge analysis, in e, for atoms 1 through 2:
1 C 0.267
2 C 0.562